# 1
The following is a DFT calculation (wB97M-V/def2-TZVPD) of C4H5NaO2 as an isolated structure in a non-equilibrium geometry.

XYZ file:
```
12
Properties=species:S:1:pos:R:3:forces:R:3
O -0.028063 2.735822 -1.450266 -0.184 -0.024 -0.952
C 0.104851 1.577844 -1.233759 0.076 1.585 1.839
Na -0.561215 5.016045 -3.053183 0.105 -0.378 0.312
H -0.014531 -0.124746 -1.741464 -1.082 -0.695 1.737
O 0.134575 -1.799569 2.243344 -0.001 -0.043 -0.113
C 0.100611 -1.617244 0.837776 -0.026 -0.147 -0.130
C 0.234778 -0.162749 0.530172 -0.053 0.207 -0.041
C -0.163350 0.379637 -0.690447 1.382 -0.464 -2.764
H -0.641323 -2.298392 2.514090 0.094 0.022 0.031
H -0.836088 -2.012895 0.410910 0.306 0.125 0.012
H 0.937049 -2.166571 0.366828 -0.194 0.022 0.172
H 0.732710 0.472823 1.266004 -0.423 -0.210 -0.103
```
Forces are in eV/Å.

* LUMO level (spin up / spin down): -0.185 / -0.186 Eh
* F_max: 0.061 Eh/bohr
* total charge: +1
* Kohn-Sham gap (spin up / spin down): 5.197 / 7.857 eV
* ⟨S²⟩: 0.79
* 2S+1: 2

***

# 2
The following is a DFT calculation (wB97M-V/def2-TZVPD) of an isolated ion of composition C15H12N3O2 and charge -1 in a non-equilibrium geometry.

XYZ file:
```
32
Properties=species:S:1:pos:R:3:forces:R:3
C -0.581242 -3.855044 1.612478 0.386 0.007 0.254
N -0.623948 -3.002942 0.444784 0.336 1.338 1.207
C -0.185966 -3.429294 -0.824829 0.619 0.353 -2.014
O 0.152196 -4.600634 -1.057277 -0.667 0.605 0.483
C -0.269672 -2.270230 -1.689943 1.114 -1.290 0.343
C -0.382979 -1.081081 -0.894526 -2.070 2.148 -1.612
C -0.685036 -1.598602 0.482785 -3.033 0.151 2.482
O -1.256817 -0.961077 1.417129 2.333 -1.428 -2.071
H -0.974267 -3.330141 2.488315 0.157 0.173 -0.286
H -1.166661 -4.776746 1.506719 0.140 0.282 -0.371
H 0.470349 -4.133431 1.778420 -0.297 -0.145 0.232
H -0.350605 -2.410940 -2.768344 0.275 0.415 0.415
H -1.225223 -0.379591 -1.222113 0.600 -0.894 0.776
C 2.214262 -0.289262 -0.740603 0.690 0.106 -0.651
C 0.822172 0.299292 -1.079200 0.952 -0.998 0.157
C 0.721057 0.468420 -2.528668 -0.245 0.645 -5.080
N 0.633579 0.591556 -3.722544 0.355 -0.552 5.471
C 0.425442 1.565019 -0.341959 -0.242 -0.874 -0.114
C 0.851328 1.801320 0.979551 -0.581 0.231 0.219
C 0.262836 2.817516 1.727561 0.033 0.372 0.039
C -0.703404 3.660077 1.151162 -0.592 -0.243 0.322
C -1.373143 4.692921 1.935709 -1.458 2.453 2.015
N -1.913273 5.536140 2.579621 1.986 -3.079 -2.390
C -1.158679 3.389238 -0.141774 0.138 0.152 -0.286
C -0.565619 2.389777 -0.903658 -0.027 0.084 0.786
H 2.524682 -0.079087 0.289149 -0.230 -0.134 -0.224
H 2.179872 -1.385955 -0.892815 -0.055 0.432 0.044
H 3.040433 0.098263 -1.406984 -0.921 -0.246 0.620
H 1.564254 1.151048 1.487204 -0.270 0.153 -0.312
H 0.488476 2.961876 2.790387 0.168 -0.101 -0.514
H -2.008345 3.939522 -0.546562 0.343 0.033 0.072
H -0.926060 2.222072 -1.909174 0.063 -0.146 -0.012
```
Forces are in eV/Å.

* SMILES string: CN1C(=O)[C@@H]([C@@](C)(C#N)c2ccc(C#N)cc2)C=C1[O-]
* LUMO level: 0.096 Eh
* F_max: 0.107 Eh/bohr
* total charge: -1
* Kohn-Sham gap: 6.043 eV
* 2S+1: 1

***

# 3
The following is a DFT calculation (wB97M-V/def2-TZVPD) of one molecule with the formula C4H11NS2 in a non-equilibrium geometry.

XYZ file:
```
18
Properties=species:S:1:pos:R:3:forces:R:3
N 2.459825 -0.434574 -1.623913 0.859 2.377 1.257
C 1.859164 -1.460329 -0.810527 -1.888 -2.799 -1.676
C 0.346966 -1.754793 -1.256784 0.307 -0.243 0.363
S -0.934280 -0.524643 -0.542329 0.924 -0.550 -0.452
S 0.225271 0.475328 0.951569 -0.370 -0.116 -0.409
C -0.998050 1.591238 1.750375 -0.315 1.189 1.734
C -2.440481 1.652037 1.122019 1.474 -0.173 2.110
H 1.733824 0.201249 -2.000672 0.665 -0.384 0.534
H 3.119417 0.166886 -1.018402 -1.453 -1.157 -1.421
H 2.390653 -2.430773 -1.085503 -0.540 0.962 0.770
H 1.764754 -1.389816 0.272302 0.728 0.440 0.052
H 0.212074 -1.791919 -2.358817 0.218 0.689 0.567
H 0.032954 -2.791555 -0.975033 0.357 0.973 0.400
H -1.055556 1.219404 2.834662 0.075 0.746 -1.500
H -0.488396 2.617737 1.727634 -0.770 -1.443 0.155
H -2.225927 1.801352 0.104303 -0.803 0.954 -1.435
H -3.248728 2.192092 1.686295 1.315 0.346 -0.859
H -2.753481 0.661074 1.222815 -0.785 -1.809 -0.189
```
Forces are in eV/Å.

* SMILES string: CCSSCCN
* LUMO level: 0.017 Eh
* F_max: 0.073 Eh/bohr
* total charge: 0
* Kohn-Sham gap: 8.262 eV
* 2S+1: 1

***

# 4
The following is a DFT calculation (wB97M-V/def2-TZVPD) of a 2-piece molecular cluster, C23H24F2O2 overall in a non-equilibrium geometry.

XYZ file:
```
51
Properties=species:S:1:pos:R:3:forces:R:3
C 4.632105 1.012173 2.334139 0.627 0.011 0.036
C 3.283307 0.416982 2.182345 -0.435 -0.223 -0.001
C 2.153124 1.202356 2.397013 -0.522 0.234 0.324
F 2.341220 2.509499 2.765098 -0.125 -0.859 -0.198
C 0.862110 0.717965 2.311805 0.196 -0.248 -0.440
C 0.663427 -0.608364 1.831769 1.306 0.518 0.263
C -0.599997 -1.151324 1.506845 0.310 -0.522 0.016
C -1.873142 -0.569444 1.808142 -1.449 0.739 -0.080
C -2.144332 0.818960 1.673951 0.005 -0.255 0.001
C -3.428317 1.283059 1.870030 0.213 0.316 0.116
F -3.670753 2.628111 1.746301 0.199 -0.995 0.009
C -4.500465 0.460638 2.205579 0.689 -0.182 0.116
C -5.846061 1.052733 2.392883 -0.643 -0.042 0.001
C -4.227185 -0.907065 2.374134 -0.180 0.322 0.129
C -2.954306 -1.409679 2.183129 0.671 -0.172 -0.450
C 1.810873 -1.429213 1.656571 -0.470 -0.077 -0.257
C 3.082395 -0.931119 1.845505 0.013 0.251 0.167
H 5.378361 0.214639 2.309922 0.024 0.179 -0.008
H 4.840708 1.706487 1.509961 -0.024 -0.077 0.191
H 4.739991 1.566092 3.275485 -0.092 -0.094 -0.248
H 0.019101 1.348343 2.565360 0.346 0.004 0.016
H -0.597335 -2.217635 1.252662 0.019 0.333 0.351
H -1.385769 1.507744 1.323265 -0.282 -0.145 -0.107
H -6.573568 0.247917 2.514790 -0.068 0.164 -0.007
H -5.899051 1.700094 3.278437 0.116 -0.113 -0.218
H -6.124821 1.657163 1.521945 0.015 -0.078 0.205
H -5.045470 -1.568675 2.667985 0.281 0.172 -0.123
H -2.749267 -2.477928 2.301666 -0.197 0.336 -0.044
H 1.660351 -2.449990 1.302428 0.105 0.287 0.073
H 3.946223 -1.587349 1.736524 -0.205 0.215 -0.072
C 1.385393 0.182002 -5.015762 -0.037 -0.042 0.078
C 1.152631 -0.041858 -3.519673 -0.060 -0.070 0.263
C 2.318964 0.567396 -2.721281 -0.014 0.013 -0.148
C -0.167521 0.633319 -3.095868 0.292 -0.014 0.007
C -0.519370 0.365174 -1.630946 -0.216 0.641 -0.092
O -0.970954 1.282114 -0.925459 0.139 -0.646 -0.448
C -0.310355 -0.976344 -1.177169 -0.109 0.019 0.069
C 0.688758 -1.836228 -1.743830 0.140 -0.434 0.035
O 1.207998 -2.780611 -1.124247 -0.450 0.494 -0.368
C 1.058857 -1.552092 -3.208183 0.138 0.254 0.028
H 0.559996 -0.239639 -5.603897 0.158 0.069 0.071
H 1.447279 1.257198 -5.231881 0.020 -0.219 -0.004
H 2.320379 -0.296032 -5.335622 -0.160 0.109 0.011
H 2.180931 0.423966 -1.639985 0.070 0.054 -0.225
H 3.263766 0.087704 -3.019272 -0.202 0.178 0.124
H 2.386000 1.646940 -2.924890 0.055 -0.276 0.103
H -0.111073 1.715813 -3.265046 -0.056 -0.158 0.136
H -0.985354 0.238856 -3.720233 0.111 0.065 0.177
H -0.980555 -1.379890 -0.439217 -0.224 -0.076 0.035
H 0.274778 -1.992541 -3.846215 0.136 0.023 0.216
H 2.005996 -2.048429 -3.457007 -0.178 0.016 0.174
```
Forces are in eV/Å.

* LUMO level: -0.079 Eh
* F_max: 0.032 Eh/bohr
* total charge: 0
* Kohn-Sham gap: 5.156 eV
* 2S+1: 1

***

# 5
The following is a DFT calculation (wB97M-V/def2-TZVPD) of an isolated ion of composition C2H6NO2P2 and charge -1 in a non-equilibrium geometry.

XYZ file:
```
13
Properties=species:S:1:pos:R:3:forces:R:3
C 0.304777 -0.759903 -1.054678 1.701 1.442 -0.745
C -0.408061 0.522742 -0.445636 -1.903 0.607 -3.195
N -0.878544 0.241260 0.872107 0.001 0.727 -0.515
O 1.213808 -0.656140 -1.916329 -1.688 -0.328 0.017
O 0.091415 -1.761415 -0.367282 -0.964 -1.837 0.204
P 0.902342 1.824447 -0.693542 0.057 0.680 1.598
P -0.800058 -1.379460 1.495266 0.227 0.479 1.909
H -1.299846 0.946294 -1.168080 1.731 -1.366 1.422
H -1.718040 0.749670 1.107604 0.151 -0.168 0.090
H 1.800424 0.779202 -0.480622 1.061 0.595 0.471
H 1.069144 1.609523 -2.042357 -0.212 0.080 -0.835
H 0.563279 -1.350742 1.782042 0.475 -0.579 0.154
H -0.840641 -0.765479 2.911506 -0.636 -0.332 -0.575
```
Forces are in eV/Å.

* LUMO level: 0.153 Eh
* F_max: 0.073 Eh/bohr
* total charge: -1
* Kohn-Sham gap: 7.803 eV
* 2S+1: 1

***

# 6
The following is a DFT calculation (wB97M-V/def2-TZVPD) of CBrI3S as an isolated structure in a non-equilibrium geometry.

XYZ file:
```
6
Properties=species:S:1:pos:R:3:forces:R:3
C -0.418262 0.432961 -0.059390 1.286 -0.435 -2.345
S 1.009750 -1.254925 -1.096228 -2.060 2.425 -0.045
Br 1.512245 -1.905846 0.800890 1.055 -1.091 1.485
I 0.853631 1.935682 0.640289 0.518 0.069 0.158
I -1.455453 -0.434237 1.450548 -0.794 -0.469 0.428
I -1.501911 1.226365 -1.736109 -0.005 -0.499 0.319
```
Forces are in eV/Å.

* LUMO level: -0.063 Eh
* F_max: 0.062 Eh/bohr
* total charge: 0
* Kohn-Sham gap: 7.226 eV
* 2S+1: 1

***

Among the records above, which one has the highest 2S+1? C4H5NaO2